[1]
DFT (wB97M-V/def2-TZVPD) results for a structure of composition C4H10NO.

Results
LUMO = 4.39 eV
Kohn-Sham gap = 6.90 eV
energy above the lowest of the compared OMol25 structures with the same formula, charge and spin = 63.48 kcal per mole
E = -288.2905 a.u.
total charge = -1
E_HOMO = -2.506 eV

```
16
C4H10NO wB97M-V/def2-TZVPD
C 0.036 -1.338 -1.122
O -1.117 -1.819 -1.275
C 0.345 -0.070 -0.382
C -0.806 0.459 0.423
C -0.920 1.986 0.433
N 1.590 0.500 -0.297
H 1.797 -2.590 1.240
H 0.967 -1.755 -1.542
H 0.007 -0.085 -1.595
H -1.737 -0.013 0.106
H -0.634 0.094 1.445
H 0.054 2.462 0.522
H -1.610 2.283 1.220
H -1.334 2.300 -0.532
H 1.131 -2.302 1.177
H 2.231 -0.112 0.179
```



[2]
DFT (wB97M-V/def2-TZVPD) results for the ion C4H10NO with charge -1.

Results
LUMO = 4.28 eV
Kohn-Sham gap = 6.43 eV
SMILES = CCCNC[O-]
energy above the lowest of the compared OMol25 structures with the same formula, charge and spin = 22.54 kcal per mole
E = -288.3557 a.u.
total charge = -1
E_HOMO = -2.150 eV

```
16
C4H10NO wB97M-V/def2-TZVPD
C -0.446 0.050 -1.710
C -1.397 0.338 -0.489
C -0.800 0.022 0.887
N 0.469 -0.754 1.098
C 1.762 -0.035 0.991
O 2.150 0.560 -0.104
H 0.326 0.831 -1.716
H -1.076 0.207 -2.583
H 0.166 -0.865 -1.613
H -2.295 -0.281 -0.716
H -1.653 1.399 -0.630
H -0.592 0.893 1.516
H -1.482 -0.638 1.466
H 0.486 -1.543 0.470
H 2.541 -0.867 1.238
H 1.840 0.684 1.895
```



[3]
DFT (wB97M-V/def2-TZVPD) results for a cluster of 2 separate species, C4H10NO in total.

Results
LUMO = -6.19 eV
Kohn-Sham gap = 5.68 eV
energy above the lowest of the compared OMol25 structures with the same formula, charge and spin = 59.84 kcal per mole
E = -288.0677 a.u.
total charge = +1
E_HOMO = -11.873 eV

```
16
C4H10NO wB97M-V/def2-TZVPD
C 0.968 -2.866 1.048
C 0.175 -1.782 0.982
O -0.948 -1.703 1.818
C 0.287 -0.652 -0.033
H 1.683 -2.984 0.212
H 0.725 -3.752 1.622
H -1.221 -0.792 1.931
H 1.261 -0.727 -0.523
H -0.500 -0.752 -0.785
H 0.264 0.287 0.526
C -0.445 1.969 -1.083
N -0.430 3.270 -1.144
H 0.434 1.430 -1.450
H -1.345 1.540 -0.592
H -1.244 3.804 -0.889
H 0.335 3.709 -1.640
```



[4]
DFT (wB97M-V/def2-TZVPD) results for the ion C4H10NO with charge +1.

Results
LUMO = -7.38 eV
Kohn-Sham gap = 7.12 eV
energy above the lowest of the compared OMol25 structures with the same formula, charge and spin = 89.28 kcal per mole
E = -288.0208 a.u.
total charge = +1
E_HOMO = -14.496 eV

```
16
C4H10NO wB97M-V/def2-TZVPD
C -1.581 -0.661 -0.091
C -0.290 -0.569 -0.824
C 0.972 -0.976 -0.384
C 1.717 0.066 0.614
O 1.500 1.439 0.305
N -2.224 0.533 0.290
H -1.465 -1.238 0.837
H -2.181 -1.363 -0.700
H 0.581 1.587 0.040
H -0.453 -0.421 -1.897
H 1.627 -1.242 -1.216
H 0.818 -1.836 0.283
H 2.769 -0.068 0.471
H -2.060 0.985 1.170
H 1.334 -0.149 1.608
H -2.544 1.189 -0.404
```



[5]
DFT (wB97M-V/def2-TZVPD) results for a cluster of 2 separate species, C4H10NO in total.

Results
LUMO = -5.76 eV
Kohn-Sham gap = 8.73 eV
energy above the lowest of the compared OMol25 structures with the same formula, charge and spin = 50.44 kcal per mole
E = -288.0827 a.u.
total charge = +1
E_HOMO = -14.488 eV

```
16
C4H10NO wB97M-V/def2-TZVPD
C 0.361 -0.626 1.638
C 1.186 0.133 0.649
C 2.497 0.325 0.718
C -0.797 0.752 -0.606
N 0.460 0.892 -0.342
H -0.096 -0.009 2.422
H 0.996 -1.288 2.220
H -0.495 -1.086 1.150
H 3.102 0.985 0.115
H 3.025 -0.076 1.571
H -1.138 0.734 -1.640
H -1.518 0.530 0.165
H 1.019 1.540 -0.886
H -3.238 -0.282 -2.295
H -2.846 -1.689 -2.311
O -2.518 -0.833 -2.569
```



[6]
DFT (wB97M-V/def2-TZVPD) results for a cluster of 2 separate species, C4H10NO in total.

Results
LUMO = -6.82 eV
Kohn-Sham gap = 7.15 eV
energy above the lowest of the compared OMol25 structures with the same formula, charge and spin = 99.33 kcal per mole
E = -288.0048 a.u.
total charge = +1
E_HOMO = -13.971 eV

```
16
C4H10NO wB97M-V/def2-TZVPD
C -0.684 -1.101 -0.183
C -0.258 0.304 -0.428
C 0.971 0.830 -0.593
C -2.370 0.734 -1.211
N -1.268 1.239 -0.781
H -1.233 -1.346 -1.077
H 0.166 -1.796 -0.158
H -1.320 -0.943 0.646
H 1.185 1.921 -0.602
H 1.767 0.175 -0.531
H -2.510 0.745 -2.239
H -3.076 0.242 -0.584
H -0.974 2.165 -1.030
H 2.524 -0.649 3.167
H 3.978 -1.150 2.623
O 3.102 -1.370 2.981
```



[7]
DFT (wB97M-V/def2-TZVPD) results for a cluster of 2 separate species, C4H10NO in total.

Results
LUMO = -4.38 eV
Kohn-Sham gap = 10.44 eV
energy above the lowest of the compared OMol25 structures with the same formula, charge and spin = 61.07 kcal per mole
E = -288.0658 a.u.
total charge = +1
E_HOMO = -14.820 eV

```
16
C4H10NO wB97M-V/def2-TZVPD
C 1.376 -1.730 0.369
C 0.007 0.917 -0.433
C 0.130 0.617 -1.884
C -1.029 0.477 1.597
N -0.855 0.223 0.222
O 1.727 -0.744 -0.233
H 0.633 -1.697 1.157
H 1.666 -2.637 -0.002
H 0.519 1.752 -0.133
H -0.253 -0.402 -2.220
H 1.099 0.578 -2.119
H -0.409 1.475 -2.301
H -1.893 0.974 1.814
H -1.122 -0.451 2.303
H -0.371 1.241 2.095
H -1.226 -0.590 -0.232
```



[8]
DFT (wB97M-V/def2-TZVPD) results for a cluster of 2 separate species, C4H10NO in total.

Results
LUMO = -5.69 eV
Kohn-Sham gap = 6.43 eV
energy above the lowest of the compared OMol25 structures with the same formula, charge and spin = 50.00 kcal per mole
E = -288.0834 a.u.
total charge = +1
E_HOMO = -12.121 eV

```
16
C4H10NO wB97M-V/def2-TZVPD
C 1.664 -1.873 -0.280
N 2.805 -1.384 -0.558
H 1.563 -2.906 0.031
H 0.775 -1.249 -0.366
H 2.892 -0.388 -0.741
H 3.633 -1.971 -0.517
C -0.038 0.233 1.611
C -0.916 0.307 0.394
C -1.488 1.401 -0.084
O -2.363 1.329 -1.120
H 1.020 0.372 1.390
H -0.325 0.982 2.343
H -0.142 -0.741 2.090
H -1.189 -0.607 -0.121
H -1.373 2.380 0.372
H -2.337 2.152 -1.630
```



[9]
DFT (wB97M-V/def2-TZVPD) results for the ion C4H10NO with charge +1.

Results
LUMO = -3.24 eV
Kohn-Sham gap = 12.52 eV
SMILES = C[C@@H]1[NH2+][C@]1(C)O
energy above the lowest of the compared OMol25 structures with the same formula, charge and spin = 59.09 kcal per mole
E = -288.0689 a.u.
total charge = +1
E_HOMO = -15.754 eV

```
16
C4H10NO wB97M-V/def2-TZVPD
C 1.051 -1.859 0.437
C 0.795 -0.309 0.304
N -0.387 0.056 1.012
C -0.431 0.164 -0.461
C -0.456 1.827 -0.861
O -1.320 -0.678 -1.095
H 0.111 -2.271 0.197
H 1.526 -1.939 1.389
H 1.704 -2.135 -0.391
H 1.742 0.214 0.248
H -0.818 -0.732 1.329
H -0.355 0.602 1.851
H -1.293 2.171 -0.341
H -0.511 2.015 -1.888
H 0.429 2.135 -0.279
H -1.815 -0.217 -1.781
```



[10]
DFT (wB97M-V/def2-TZVPD) results for the ion C4H10NO with charge +1.

Results
2S+1 = 3
LUMO (alpha / beta) = -3.44 / -5.80 eV
Kohn-Sham gap (alpha / beta) = 5.40 / 9.95 eV
energy above the lowest of the compared OMol25 structures with the same formula, charge and spin = 56.36 kcal per mole
E = -287.8869 a.u.
total charge = +1
E_HOMO (alpha / beta) = -8.841 / -15.755 eV

```
16
C4H10NO wB97M-V/def2-TZVPD
C -2.847 0.162 -0.443
C -2.105 -0.615 0.308
C 2.557 0.126 -0.205
C 0.071 0.663 0.426
N 1.126 -0.459 0.017
O -1.077 -0.238 1.030
H -3.781 -0.103 -0.844
H -2.743 1.170 -0.654
H -2.219 -1.732 0.643
H 3.123 -0.758 -0.592
H 2.601 0.947 -0.871
H 3.070 0.279 0.703
H 0.561 1.232 1.180
H -0.179 1.339 -0.478
H 1.087 -1.262 0.688
H 0.755 -0.750 -0.908
```



[11]
DFT (wB97M-V/def2-TZVPD) results for a cluster of 2 separate species, C4H10NO in total.

Results
2S+1 = 2
LUMO (alpha / beta) = -10.82 / -13.68 eV
Kohn-Sham gap (alpha / beta) = 9.95 / 7.09 eV
energy above the lowest of the compared OMol25 structures with the same formula, charge and spin = 55.12 kcal per mole
E = -287.5543 a.u.
total charge = +2
E_HOMO (alpha / beta) = -20.775 / -20.772 eV

```
16
C4H10NO wB97M-V/def2-TZVPD
C -1.527 -0.692 -0.274
C -0.517 0.331 -0.610
C -0.722 1.191 -1.701
C 0.199 0.887 1.650
N 0.458 0.773 0.381
H -1.054 -1.625 0.073
H -2.053 -0.890 -1.208
H -2.164 -0.350 0.539
H -0.171 2.129 -1.749
H -1.442 0.952 -2.468
H 1.036 1.309 2.242
H -0.757 0.741 2.165
H 1.269 0.027 0.412
H 2.885 -1.426 0.807
H 2.436 -1.999 -0.455
O 2.124 -1.360 0.196
```



[12]
DFT (wB97M-V/def2-TZVPD) results for the ion C4H10NO2 with charge +1.

Results
LUMO = -3.68 eV
Kohn-Sham gap = 10.51 eV
SMILES = [NH3+]CCCC(=O)O
energy above the lowest of the compared OMol25 structures with the same formula, charge and spin = 39.44 kcal per mole
E = -363.3728 a.u.
total charge = +1
E_HOMO = -14.186 eV

```
17
C4H10NO2 wB97M-V/def2-TZVPD
N 1.228 -2.054 -0.540
C -0.236 -1.419 -0.730
C -0.252 -0.160 -1.480
C -0.370 1.139 -0.654
C -0.241 0.943 0.754
O -0.429 -0.044 1.410
O -0.056 2.089 1.434
H 1.167 -2.829 0.182
H 1.444 -2.563 -1.354
H 1.841 -1.259 -0.279
H -0.674 -1.452 0.234
H -0.861 -2.273 -1.220
H -0.988 -0.247 -2.353
H 0.669 0.059 -2.068
H -1.257 1.769 -0.889
H 0.393 1.846 -0.906
H 0.144 1.949 2.345
```



[13]
DFT (wB97M-V/def2-TZVPD) results for the ion C4H10NO2 with charge +1.

Results
LUMO = -3.68 eV
Kohn-Sham gap = 12.11 eV
SMILES = CC(C)C1([NH3+])OO1
energy above the lowest of the compared OMol25 structures with the same formula, charge and spin = 127.38 kcal per mole
E = -363.2327 a.u.
total charge = +1
E_HOMO = -15.793 eV

```
17
C4H10NO2 wB97M-V/def2-TZVPD
C -1.001 -0.339 -1.374
C -0.524 -0.711 0.158
C 0.902 -1.334 -0.002
C -0.348 0.529 1.012
N 0.725 1.448 0.448
O -0.480 0.539 2.378
O -1.376 1.281 1.502
H -0.093 -0.310 -1.958
H -1.443 0.721 -1.492
H -1.807 -0.915 -1.821
H -1.343 -1.344 0.543
H 1.295 -1.035 -0.995
H 0.985 -2.453 -0.031
H 1.610 -1.007 0.765
H 0.790 1.233 -0.533
H 1.576 1.295 0.839
H 0.532 2.402 0.563
```



[14]
DFT (wB97M-V/def2-TZVPD) results for the ion C4H10NO2 with charge +1.

Results
LUMO = -3.39 eV
Kohn-Sham gap = 11.86 eV
SMILES = C[NH2+][C@@H](C)C(=O)O
energy above the lowest of the compared OMol25 structures with the same formula, charge and spin = 15.81 kcal per mole
E = -363.4105 a.u.
total charge = +1
E_HOMO = -15.244 eV

```
17
C4H10NO2 wB97M-V/def2-TZVPD
C 0.587 -1.654 -1.151
N 0.193 -0.933 0.090
C 0.139 0.554 -0.055
C -1.172 0.980 -0.722
C 0.219 1.215 1.331
O -0.024 2.360 1.529
O 0.563 0.318 2.287
H 0.618 -2.722 -0.945
H 1.606 -1.387 -1.418
H -0.137 -1.484 -1.943
H -0.765 -1.206 0.324
H 0.778 -1.215 0.881
H 0.948 0.933 -0.671
H -1.202 0.749 -1.784
H -2.026 0.640 -0.145
H -1.203 2.070 -0.686
H 0.878 0.783 3.078
```



[15]
DFT (wB97M-V/def2-TZVPD) results for an isolated molecule of C4H10NO2P.

Results
LUMO = 0.94 eV
Kohn-Sham gap = 8.67 eV
energy above the lowest of the compared OMol25 structures with the same formula, charge and spin = 62.66 kcal per mole
E = -704.9629 a.u.
E_HOMO = -7.729 eV

```
18
C4H10NO2P wB97M-V/def2-TZVPD
C 1.538 -1.227 -0.402
C 1.638 0.146 0.145
C 0.055 -1.497 -0.835
C -0.597 0.201 0.619
N -0.812 -1.118 0.244
O -2.591 1.866 0.269
O -0.342 2.765 0.005
P -1.174 1.512 -0.545
H 2.164 -1.362 -1.285
H 1.811 -1.974 0.346
H 2.094 0.295 1.108
H 1.759 0.951 -0.560
H -0.177 -0.863 -1.694
H -0.108 -2.541 -1.102
H -0.753 0.437 1.672
H -3.322 1.297 0.030
H -0.752 -1.762 1.027
H -0.433 2.874 0.960
```